[1]
C4H10NO3 | ωB97M-V with the def2-TZVPD basis set

```
18
Properties=species:S:1:pos:R:3
O 1.18 -1.01 1.99
O 2.19 0.66 0.90
O -1.15 -1.71 -2.08
N -0.55 0.49 -1.26
C -1.78 1.01 -1.87
C -0.72 -1.01 -1.05
C 1.26 0.27 1.57
C 0.10 1.11 2.01
H -0.49 0.57 2.75
H -1.62 2.05 -2.18
H -0.50 1.21 1.10
H 0.27 -1.32 -0.64
H 1.93 -1.47 1.58
H -2.58 0.99 -1.11
H -1.39 -1.02 -0.14
H 0.44 2.08 2.34
H -2.08 0.38 -2.71
H 0.16 0.58 -1.99
```

Properties
**E_LUMO**: 0.1266 Ha
**Total charge**: -1
**HOMO level**: -2.4886 eV
**Frontier orbital gap**: 0.2181 Ha

[2]
C4H10NO3 | ωB97M-V with the def2-TZVPD basis set

```
18
Properties=species:S:1:pos:R:3
O 0.28 -2.56 -3.44
O 1.43 -0.31 -2.09
O -0.66 -0.88 -1.48
N -1.66 0.45 0.80
C 0.74 0.36 0.08
C 0.07 1.06 2.38
C -0.28 0.16 1.18
C 0.47 -0.34 -1.29
H -0.35 2.06 2.20
H -1.72 1.44 0.53
H 1.00 -1.91 -3.37
H 0.70 1.41 -0.23
H -0.42 0.70 3.28
H -1.79 -0.03 -0.10
H -0.38 -2.06 -2.93
H 1.14 1.24 2.58
H -0.30 -0.86 1.56
H 1.76 0.08 0.32
```

Properties
**E_LUMO**: 0.1405 Ha
**Total charge**: -1
**HOMO level**: -4.7986 eV
**Frontier orbital gap**: 0.3169 Ha

[3]
C4H10NO3 | ωB97M-V with the def2-TZVPD basis set

```
18
Properties=species:S:1:pos:R:3
O 0.93 1.45 0.81
O 2.22 -1.81 0.09
O -0.95 1.64 -1.64
N -0.42 -0.55 -0.90
C -0.57 0.42 -1.82
C -0.83 -0.24 0.46
C -0.67 -1.56 1.29
C -0.34 0.97 1.24
H -2.00 0.06 0.45
H 1.41 -1.32 -0.31
H -0.43 0.04 -2.83
H 0.74 1.59 -0.21
H -0.91 1.99 1.28
H -1.00 -1.68 2.35
H 2.93 -1.16 -0.09
H -1.36 -2.37 0.98
H 0.47 -1.74 1.13
H -0.12 0.77 2.35
```

Properties
**E_LUMO**: 0.1470 Ha
**Total charge**: -1
**HOMO level**: -4.1277 eV
**Frontier orbital gap**: 0.2987 Ha

[4]
C4H10NO3 | ωB97M-V with the def2-TZVPD basis set

```
18
Properties=species:S:1:pos:R:3
O -1.06 2.61 -0.62
O 1.27 -2.19 -2.72
O 1.53 -1.47 0.31
N -0.75 -0.91 0.57
C -0.48 1.29 -0.52
C 0.10 0.95 1.99
C -0.79 0.52 0.76
C 0.33 -1.66 0.28
H -1.96 2.44 -0.92
H 0.36 2.01 1.87
H -0.47 0.79 2.88
H 1.81 -2.97 -2.85
H 0.59 1.48 -0.61
H 1.19 -2.15 -1.75
H -0.82 0.72 -1.42
H 1.04 0.39 1.86
H -1.82 0.74 1.10
H -0.07 -2.58 -0.21
```

Properties
**2S+1**: 2
**E_LUMO (alpha / beta)**: 0.0266 / -0.0991 Ha
**HOMO level (alpha / beta)**: -10.5397 / -10.2717 eV
**Frontier orbital gap (alpha / beta)**: 0.4140 / 0.2784 Ha

[5]
C4H10NO3 | ωB97M-V with the def2-TZVPD basis set

```
18
Properties=species:S:1:pos:R:3
O -2.98 0.84 0.14
O 1.99 1.55 -0.05
O -1.97 -1.08 0.61
N 0.61 -1.41 0.50
C 0.23 -0.19 -0.47
C -1.94 0.25 0.39
C -0.56 0.84 0.28
C 1.55 0.50 -0.91
H -0.50 -0.60 -1.31
H 1.64 -1.52 0.51
H -0.76 1.86 -0.30
H 1.28 2.29 -0.11
H 1.52 0.75 -1.97
H -2.96 -1.39 0.78
H 0.01 1.19 1.20
H 2.36 -0.20 -0.89
H 0.30 -2.34 0.17
H 0.17 -1.34 1.43
```

Properties
**E_LUMO**: -0.1340 Ha
**SMILES string**: [NH3+][C@H](CO)CC(=O)O
**Total charge**: +1
**HOMO level**: -14.6664 eV
**Frontier orbital gap**: 0.4050 Ha

[6]
C4H10NO3 | ωB97M-V with the def2-TZVPD basis set

```
18
Properties=species:S:1:pos:R:3
O -0.80 -1.45 2.18
O -2.34 0.13 1.68
O 1.24 0.36 -1.88
N 0.39 -1.38 -0.13
C -0.60 -0.30 0.10
C -1.36 -0.51 1.40
C 0.11 1.04 0.13
C 0.59 1.50 -1.23
H 0.91 0.98 0.88
H 0.00 -2.32 -0.23
H -1.35 -0.36 -0.69
H -0.26 1.70 -1.87
H 2.14 0.51 -2.17
H -0.60 1.78 0.48
H 1.12 -1.35 0.58
H 0.88 -1.14 -1.02
H -1.34 -1.55 2.98
H 1.26 2.35 -1.20
```

Properties
**E_LUMO**: -0.1224 Ha
**SMILES string**: [NH3+][C@H](CCO)C(=O)O
**Total charge**: +1
**HOMO level**: -15.0061 eV
**Frontier orbital gap**: 0.4290 Ha

[7]
C4H10NO4S | ωB97M-V with the def2-TZVPD basis set

```
20
Properties=species:S:1:pos:R:3
S -1.57 -0.91 -1.26
O -0.83 -2.10 -1.65
O -2.45 -1.12 -0.13
O 0.79 0.05 -1.55
O -2.23 -0.24 -2.38
N -0.37 0.29 -0.76
C 0.32 -1.40 1.03
C 0.08 0.07 0.75
C 0.57 0.45 -2.89
C -1.00 0.68 1.62
H -1.14 1.73 1.37
H -0.72 0.60 2.67
H 1.01 -1.81 0.30
H -1.93 0.15 1.44
H -0.62 -1.94 0.95
H 0.74 -1.52 2.04
H 0.86 1.50 -3.04
H 1.01 0.63 0.81
H 1.20 -0.21 -3.51
H -0.48 0.31 -3.15
```

Properties
**E_LUMO**: 0.1447 Ha
**SMILES string**: CON(C(C)C)S(=O)(=O)[O-]
**Total charge**: -1
**HOMO level**: -4.7952 eV
**Frontier orbital gap**: 0.3209 Ha

[8]
C4H10NOP | ωB97M-V with the def2-TZVPD basis set

```
17
Properties=species:S:1:pos:R:3
P 1.84 0.32 -0.56
O 2.49 1.35 0.56
N 0.32 -0.05 0.10
C -1.98 1.08 -0.17
C -2.78 -0.22 -0.18
C -0.65 1.13 -0.05
C 2.56 -1.32 -0.07
H -2.67 -0.61 0.86
H -3.88 -0.12 -0.14
H 1.86 1.70 1.15
H -0.19 2.01 -0.03
H 2.44 -2.09 -0.83
H -0.04 -1.00 -0.05
H 2.08 -1.76 0.76
H 3.69 -1.34 -0.07
H -2.43 -0.96 -1.07
H -2.66 1.88 -0.21
```

Properties
**E_LUMO**: 0.0335 Ha
**SMILES string**: C/C=C\NP(C)O
**HOMO level**: -8.1617 eV
**Frontier orbital gap**: 0.3335 Ha

Quick rundown of relative energy (zero: lowest compared OMol25 entry of this formula, charge and spin), same order as above: 249.8 18.1 292.0 168.5 157.7 0.0 147.2 154.7 kJ/mol